(1)
The following is a quantum chemistry calculation of a 2-piece molecular cluster, C7H12Si overall at a distorted geometry, from the OMol25 dataset.

The geometry in ORCA input format:
```
! RIJCOSX wB97M-V def2-TZVPD def2/J DEFGRID3
* xyz 0 1
C 3.70 1.24 0.81
C 2.68 0.86 0.30
C -1.20 2.95 -0.07
C -0.58 2.08 -0.86
C 0.38 -2.40 -0.92
C -0.48 -0.13 1.60
C -0.37 -1.12 -1.34
Si -0.09 0.40 -0.21
H 4.52 1.74 1.33
H -1.61 3.83 -0.37
H -1.42 2.72 1.03
H -0.14 2.35 -1.83
H 0.29 -3.17 -1.70
H 1.37 -2.30 -0.56
H -0.10 -2.78 0.02
H -1.40 -0.85 1.64
H 0.39 -0.67 2.04
H -0.71 0.71 2.25
H -1.45 -1.35 -1.47
H 0.03 -0.88 -2.43
*
```

The value obtained for the LUMO energy is -0.2 eV. The calculation puts the largest force on an atom at 0.0753 hartree/bohr. The value obtained for the orbital gap is 0.3145 Ha. The calculation puts the relative energy (zero: lowest compared OMol25 entry of this formula, charge and spin) at 104.07 kcal per mole.

(2)
The following is a quantum chemistry calculation of C3H8O2 as an isolated structure at a distorted geometry, from the OMol25 dataset.

The geometry in ORCA input format:
```
! RIJCOSX wB97M-V def2-TZVPD def2/J DEFGRID3
* xyz 0 1
C 0.21 -0.31 1.52
C 0.12 0.49 0.24
O 1.39 1.03 -0.07
C -0.25 -0.38 -0.94
O -0.30 0.30 -2.15
H 0.95 -1.11 1.42
H -0.77 -0.75 1.76
H 0.51 0.34 2.35
H -0.63 1.29 0.32
H 1.31 1.39 -0.97
H 0.26 -1.35 -0.98
H -1.51 -0.75 -0.72
H -1.29 -0.19 -1.77
*
```

The value obtained for the LUMO energy is 0.6 eV. The calculation puts the largest force on an atom at 0.0850 hartree/bohr. The value obtained for the orbital gap is 0.3956 Ha. The calculation puts the relative energy (zero: lowest compared OMol25 entry of this formula, charge and spin) at 83.85 kcal per mole.

(3)
The following is a quantum chemistry calculation of one molecule with the formula C8H18O2, from the OMol25 dataset.

The geometry in ORCA input format:
```
! RIJCOSX wB97M-V def2-TZVPD def2/J DEFGRID3
* xyz 0 1
C -3.20 0.02 -1.26
C -2.89 -0.17 0.22
C -1.43 -0.58 0.46
H -1.32 -0.95 1.48
H -1.17 -1.38 -0.23
C -0.46 0.60 0.27
O -0.85 1.69 1.07
H -0.86 1.41 1.99
H -0.52 0.97 -0.76
C 1.02 0.24 0.57
C 1.47 -1.05 -0.12
C 2.95 -1.37 0.11
H 3.19 -2.35 -0.31
H 3.61 -0.64 -0.36
H 3.17 -1.39 1.17
H 0.89 -1.88 0.27
H 1.27 -0.99 -1.20
C 1.88 1.45 0.17
O 1.96 1.65 -1.22
H 2.36 0.87 -1.62
H 1.42 2.36 0.57
H 2.88 1.35 0.61
H 1.12 0.11 1.65
H -3.54 -0.95 0.62
H -3.09 0.76 0.76
H -2.99 -0.88 -1.82
H -2.62 0.84 -1.68
H -4.26 0.27 -1.39
*
```

The value obtained for the LUMO energy is 0.9 eV. The calculation puts the largest force on an atom at 0.0143 hartree/bohr. The value obtained for the orbital gap is 0.3937 Ha. The calculation puts the relative energy (zero: lowest compared OMol25 entry of this formula, charge and spin) at 18.20 kcal per mole.

(4)
The following is a quantum chemistry calculation of C23H29IrN6O2PSi as an isolated structure, from the OMol25 dataset.

The geometry in ORCA input format:
```
! RIJCOSX wB97M-V def2-TZVPD def2/J DEFGRID3
* xyz 3 1
Ir -0.48 0.23 -0.91
O -7.41 -0.31 0.29
N -7.09 -0.82 -0.76
O -7.83 -1.36 -1.54
C -5.65 -0.74 -1.15
C -5.35 -1.19 -2.39
C -4.01 -1.16 -2.88
C -3.61 -1.62 -4.15
C -2.29 -1.54 -4.51
C -1.36 -1.01 -3.61
N -1.72 -0.57 -2.41
C -3.02 -0.64 -2.05
C -3.34 -0.15 -0.75
N -2.29 0.34 -0.02
C -2.51 0.75 1.23
C -3.78 0.73 1.79
C -4.85 0.26 1.07
C -4.65 -0.20 -0.26
H -6.15 -1.59 -3.01
H -4.35 -2.03 -4.83
H -1.95 -1.89 -5.48
H -0.31 -0.94 -3.87
H -1.65 1.09 1.79
H -3.91 1.07 2.81
H -5.84 0.24 1.50
C 4.63 -2.07 0.48
Si 3.11 -3.10 0.17
C 3.27 -4.22 -1.30
C 2.48 -3.94 1.70
C 1.72 -1.85 -0.22
C 0.85 -1.02 -0.49
H 5.45 -2.74 0.75
H 4.50 -1.38 1.31
H 4.94 -1.51 -0.41
H 4.04 -4.96 -1.09
H 3.57 -3.68 -2.20
H 2.34 -4.76 -1.50
H 3.23 -4.67 2.01
H 1.55 -4.48 1.52
H 2.33 -3.25 2.53
C 1.72 3.35 2.79
N 1.56 3.95 1.38
C 2.93 3.86 0.66
N 3.39 2.52 0.66
C 3.52 2.00 2.01
N 2.23 2.02 2.71
C 1.28 1.05 2.17
P 0.92 1.45 0.41
C 0.49 3.25 0.59
C 2.64 1.64 -0.23
H 0.74 3.38 3.27
H 2.42 4.00 3.32
H 1.30 4.94 1.47
H 3.60 4.50 1.24
H 2.80 4.26 -0.34
H 4.23 2.61 2.57
H 3.89 0.98 1.98
H 0.36 1.05 2.77
H 1.70 0.05 2.22
H -0.46 3.38 1.11
H 0.41 3.72 -0.39
H 2.62 2.05 -1.24
H 3.11 0.66 -0.27
*
```

The value obtained for the LUMO energy (alpha / beta) is -11.2 / -11.2 eV. The calculation puts the largest force on an atom at 0.0157 hartree/bohr. The value obtained for the orbital gap (alpha / beta) is 0.2375 / 0.2376 Ha. The calculation puts the relative energy (zero: lowest compared OMol25 entry of this formula, charge and spin) at 0.00 kcal per mole.

(5)
The following is a quantum chemistry calculation of a 12-piece molecular cluster, C45H118N4O16 overall at a distorted geometry, from the OMol25 dataset.

The geometry in ORCA input format:
```
! RIJCOSX wB97M-V def2-TZVPD def2/J DEFGRID3
* xyz 0 1
C 4.33 2.45 -1.56
C 4.49 1.41 -2.71
C 4.02 1.89 -4.12
O 5.87 1.00 -2.75
H 4.91 3.34 -1.80
H 4.59 2.12 -0.56
H 3.26 2.68 -1.53
H 4.01 0.46 -2.44
H 4.82 2.36 -4.69
H 3.17 2.57 -4.06
H 3.67 1.09 -4.79
H 6.44 1.73 -2.52
C 2.08 6.77 -1.14
C 2.26 6.90 -2.65
C 3.19 5.81 -3.22
O 1.03 6.82 -3.24
H 2.98 7.09 -0.63
H 1.97 5.70 -0.95
H 1.24 7.32 -0.72
H 2.70 7.86 -2.90
H 2.56 4.94 -3.38
H 4.13 5.70 -2.67
H 3.59 6.07 -4.20
H 0.67 6.00 -2.89
C 5.66 -2.03 -0.47
C 4.96 -2.84 -1.57
C 5.82 -2.95 -2.94
O 4.88 -4.11 -1.06
H 5.17 -2.09 0.51
H 5.74 -0.97 -0.73
H 6.70 -2.28 -0.23
H 3.97 -2.41 -1.64
H 5.47 -3.70 -3.66
H 6.81 -3.20 -2.56
H 5.87 -2.00 -3.47
H 4.46 -4.00 -0.21
C 4.31 1.16 2.38
C 2.92 0.60 2.63
C 2.72 0.23 4.15
O 1.98 1.57 2.27
H 4.42 1.85 1.54
H 5.00 0.33 2.23
H 4.71 1.68 3.24
H 2.72 -0.25 1.98
H 3.30 0.86 4.83
H 2.91 -0.83 4.30
H 1.70 0.27 4.51
H 2.18 2.33 2.82
C -0.15 0.04 -5.70
C -0.14 0.47 -7.17
C -0.53 1.92 -7.26
O 1.16 0.33 -7.64
H -1.15 0.08 -5.27
H 0.53 0.62 -5.08
H 0.19 -0.99 -5.62
H -0.85 -0.16 -7.70
H 0.24 2.57 -6.85
H -1.35 2.09 -6.56
H -0.82 2.22 -8.27
H 1.47 -0.56 -7.52
C -0.01 -3.72 -3.41
C 0.06 -5.20 -3.01
C -1.34 -5.82 -2.92
O 0.77 -5.92 -3.98
H -0.70 -3.22 -2.73
H -0.30 -3.67 -4.46
H 0.95 -3.26 -3.21
H 0.60 -5.27 -2.06
H -1.31 -6.72 -2.29
H -1.84 -6.07 -3.85
H -1.99 -5.07 -2.48
H 1.55 -6.26 -3.53
C 2.03 4.88 1.81
C 2.21 5.03 3.35
C 1.14 5.94 3.94
O 2.09 3.75 3.99
H 2.14 5.87 1.36
H 1.00 4.67 1.55
H 2.76 4.16 1.45
H 3.19 5.44 3.60
H 0.16 5.46 3.90
H 1.19 6.94 3.50
H 1.28 6.02 5.02
H 2.53 3.96 4.81
O 1.04 1.16 -0.29
H 1.61 1.39 0.45
H 0.51 0.44 0.03
C -3.53 -5.11 11.14
O -3.26 -4.28 10.05
C -1.91 -4.47 9.47
C -1.76 -3.68 8.23
N -2.90 -3.93 7.31
C -3.04 -2.94 6.25
C -1.97 -3.10 5.20
O -0.81 -2.40 5.60
C 0.08 -2.47 4.57
H -3.51 -6.17 10.93
H -4.59 -4.89 11.24
H -2.94 -4.87 12.03
H -1.96 -5.51 9.15
H -1.09 -4.34 10.18
H -0.84 -4.02 7.75
H -1.77 -2.61 8.45
H -3.58 -3.82 8.04
H -3.06 -1.89 6.53
H -4.00 -3.10 5.75
H -2.32 -2.66 4.26
H -1.81 -4.17 5.09
H -0.18 -1.84 3.72
H 0.17 -3.50 4.21
H 1.10 -2.15 4.82
C 4.31 -5.49 2.19
O 3.61 -4.51 1.48
C 2.88 -3.53 2.27
C 1.85 -2.79 1.49
N 0.80 -3.73 1.02
C -0.20 -3.06 0.18
C -1.27 -2.29 0.95
O -0.83 -1.00 1.27
C -1.61 -0.14 2.14
H 4.95 -5.96 1.44
H 3.55 -6.16 2.59
H 4.85 -5.16 3.08
H 3.64 -2.82 2.60
H 2.44 -4.03 3.13
H 2.34 -2.23 0.70
H 1.41 -2.09 2.20
H 1.30 -4.49 0.57
H -0.72 -3.92 -0.23
H 0.22 -2.61 -0.72
H -1.57 -2.93 1.78
H -2.15 -2.19 0.32
H -2.34 0.32 1.47
H -0.95 0.59 2.60
H -2.18 -0.70 2.89
C -2.46 7.18 1.27
O -1.90 6.04 0.62
C -2.27 4.79 1.30
C -1.79 3.53 0.53
N -2.16 3.55 -0.89
C -1.38 2.69 -1.71
C -0.06 3.28 -2.26
O -0.20 4.43 -3.05
C -0.68 4.25 -4.37
H -1.85 7.40 2.14
H -3.53 7.11 1.46
H -2.39 8.05 0.61
H -3.36 4.71 1.33
H -2.03 4.76 2.37
H -2.30 2.66 0.94
H -0.73 3.39 0.70
H -2.18 4.52 -1.18
H -1.95 2.49 -2.62
H -1.31 1.73 -1.19
H 0.44 2.50 -2.83
H 0.60 3.67 -1.48
H -0.07 3.58 -4.97
H -0.84 5.18 -4.92
H -1.60 3.65 -4.32
C -10.12 -1.60 -4.75
O -8.73 -1.19 -4.49
C -7.82 -2.22 -4.07
C -6.95 -1.58 -2.99
N -5.95 -2.58 -2.56
C -5.21 -2.24 -1.37
C -4.23 -1.07 -1.66
O -3.29 -1.43 -2.63
C -2.14 -0.60 -2.69
H -10.69 -1.68 -3.83
H -10.20 -2.51 -5.34
H -10.55 -0.90 -5.47
H -7.23 -2.55 -4.92
H -8.45 -2.96 -3.58
H -7.60 -1.35 -2.14
H -6.36 -0.72 -3.30
H -5.27 -2.73 -3.30
H -4.58 -3.07 -1.06
H -5.82 -1.97 -0.51
H -3.75 -0.85 -0.71
H -4.74 -0.17 -2.02
H -1.48 -1.02 -3.45
H -1.68 -0.60 -1.71
H -2.29 0.44 -2.98
*
```

The value obtained for the LUMO energy is 0.3 eV. The calculation puts the largest force on an atom at 0.0507 hartree/bohr. The value obtained for the orbital gap is 0.3177 Ha.

(6)
The following is a quantum chemistry calculation of C4H9NO2 as an isolated structure, from the OMol25 dataset.

The geometry in ORCA input format:
```
! RIJCOSX wB97M-V def2-TZVPD def2/J DEFGRID3
* xyz 0 1
N -1.78 0.13 -0.91
C -1.07 1.27 -0.69
O -1.57 2.38 -0.68
C 0.44 1.04 -0.46
C 0.62 0.43 0.91
C 0.30 -1.01 1.00
O 0.33 -1.75 -0.23
H -2.75 0.23 -1.17
H -1.31 -0.76 -1.02
H 0.80 0.42 -1.29
H 0.89 2.03 -0.51
H 2.56 0.17 0.69
H 2.13 0.57 1.22
H 0.93 -1.49 1.75
H -0.73 -0.98 1.40
H 0.21 -2.68 -0.02
*
```

The value obtained for the LUMO energy is 0.0 eV. The calculation puts the largest force on an atom at 0.0081 hartree/bohr. The value obtained for the orbital gap is 0.3190 Ha. The calculation puts the relative energy (zero: lowest compared OMol25 entry of this formula, charge and spin) at 118.27 kcal per mole.

(7)
The following is a quantum chemistry calculation of a 16-piece molecular cluster, C4H42N2O15 overall at a distorted geometry, from the OMol25 dataset.

The geometry in ORCA input format:
```
! RIJCOSX wB97M-V def2-TZVPD def2/J DEFGRID3
* xyz 0 1
C 1.71 -0.38 0.74
C 0.34 -0.97 0.94
C -0.96 -0.18 1.23
C -3.00 -0.26 2.36
N -1.98 -1.08 1.64
N 1.63 0.58 -0.42
H 1.96 0.15 1.68
H 2.42 -1.21 0.53
H 0.39 -1.73 1.76
H 0.07 -1.43 -0.02
H -0.53 0.61 1.92
H -1.13 0.43 0.33
H -3.23 0.72 1.86
H -2.73 -0.03 3.41
H -3.94 -0.84 2.44
H -1.58 -1.69 2.34
H 1.06 1.34 -0.06
H 2.59 0.83 -0.61
H 1.16 -3.47 2.29
H 1.12 -3.90 0.76
O 0.70 -3.98 1.62
H 0.13 -1.18 3.47
H 0.54 -1.52 4.89
O 0.12 -1.89 4.10
H -1.34 4.13 -2.10
H -2.65 3.36 -1.87
O -2.02 3.92 -1.40
H 2.21 -2.86 -1.52
H 2.64 -4.26 -1.54
O 2.39 -3.58 -0.90
H -0.31 -0.61 -1.86
H 0.17 0.78 -1.69
O -0.57 0.28 -2.12
H 0.47 4.82 -0.97
H 1.10 4.00 -2.10
O 0.48 4.70 -1.92
H -5.02 -0.86 -1.12
H -3.43 -0.87 -0.46
O -4.21 -0.47 -0.81
H -2.47 2.62 0.99
H -1.76 3.84 0.40
O -1.75 3.24 1.17
H -1.49 -4.23 0.01
H -2.57 -3.23 -0.22
O -1.96 -3.81 -0.73
H -0.13 3.06 0.87
H 1.32 3.37 1.26
O 0.80 2.99 0.54
H 0.14 0.26 -3.74
H 0.31 0.55 -5.29
O 0.63 0.77 -4.42
H -2.83 -3.48 -3.32
H -1.89 -3.10 -2.33
O -2.17 -2.77 -3.20
H 4.21 1.37 0.46
H 5.49 0.44 0.60
O 4.60 0.65 0.95
H 2.25 -0.93 -3.99
H 2.16 -0.32 -2.61
O 2.11 -1.17 -3.08
H 2.14 3.10 3.35
H 3.15 2.23 2.62
O 2.98 3.16 2.85
*
```

The value obtained for the LUMO energy is 0.0 eV. The calculation puts the largest force on an atom at 0.0859 hartree/bohr. The value obtained for the orbital gap is 0.3560 Ha. The calculation puts the relative energy (zero: lowest compared OMol25 entry of this formula, charge and spin) at 99.43 kcal per mole.

(8)
The following is a quantum chemistry calculation of a 3-piece molecular cluster, C21H46ClIN8O2P overall at a distorted geometry, from the OMol25 dataset.

The geometry in ORCA input format:
```
! RIJCOSX wB97M-V def2-TZVPD def2/J DEFGRID3
* xyz 1 1
N -3.98 4.75 -3.76
C -2.73 4.93 -4.29
N -2.52 6.17 -5.17
N -1.51 4.06 -4.05
C -1.84 2.76 -3.36
C -0.44 2.32 -2.55
C -0.36 0.71 -2.22
C -0.16 0.34 -0.64
N 0.72 1.33 0.09
C 2.19 1.61 -0.16
N 2.57 2.72 0.80
N 1.41 3.03 1.51
P 1.56 4.37 2.70
O 2.65 5.55 1.94
I 2.58 3.41 4.74
C 0.14 2.23 1.17
C -1.38 2.34 1.80
C -1.75 1.12 2.86
O -1.71 1.39 4.20
Cl -2.26 -0.60 2.38
H -4.60 5.54 -4.10
H -1.53 6.19 -5.53
H -2.73 7.02 -4.60
H -0.74 4.57 -3.56
H -2.08 1.87 -4.10
H -2.66 2.82 -2.54
H 0.52 2.65 -3.18
H -0.42 3.01 -1.59
H -1.27 0.14 -2.68
H 0.62 0.31 -2.78
H 0.35 -0.74 -0.58
H -1.23 0.22 -0.16
H 2.82 1.05 -0.97
H 2.44 5.61 0.95
H -2.19 2.37 0.95
H -1.39 3.34 2.44
C -0.96 -3.49 8.56
C -0.31 -2.12 8.70
N 0.74 -1.86 7.70
C 1.56 -0.69 8.02
C 0.88 0.67 8.03
C 0.35 -1.99 6.30
C -0.81 -1.12 5.80
H -0.21 -4.29 8.56
H -1.64 -3.67 9.39
H -1.55 -3.57 7.63
H 0.14 -2.09 9.70
H -1.09 -1.35 8.68
H 2.42 -0.65 7.33
H 2.01 -0.85 9.01
H 0.66 1.02 7.02
H 1.54 1.41 8.49
H -0.05 0.67 8.61
H 0.09 -3.04 6.11
H 1.22 -1.81 5.66
H -1.66 -1.13 6.49
H -1.17 -1.51 4.84
H -0.50 -0.09 5.64
C 1.95 -4.92 -4.60
C 1.24 -3.58 -4.75
N 1.61 -2.83 -5.95
C 1.17 -1.44 -5.93
C -0.33 -1.18 -5.94
C 1.44 -3.53 -7.23
C 0.05 -4.04 -7.58
H 3.04 -4.80 -4.66
H 1.71 -5.37 -3.63
H 1.64 -5.63 -5.38
H 1.50 -2.98 -3.86
H 0.15 -3.74 -4.70
H 1.62 -0.90 -6.78
H 1.59 -0.96 -5.04
H -0.78 -1.37 -6.92
H -0.52 -0.12 -5.70
H -0.86 -1.77 -5.19
H 2.13 -4.39 -7.25
H 1.80 -2.89 -8.04
H -0.43 -4.55 -6.74
H 0.11 -4.76 -8.40
H -0.61 -3.23 -7.91
*
```

The value obtained for the LUMO energy is -4.9 eV. The calculation puts the largest force on an atom at 0.1934 hartree/bohr. The value obtained for the orbital gap is 0.1765 Ha.

Question: Look up the largest force on an atom of the fourth one.
Answer: 0.0157 hartree/bohr

Question: Which of these has the highest largest force on an atom?
Answer: C21H46ClIN8O2P

Question: What is the largest force on an atom in the seventh record?
Answer: 0.0859 hartree/bohr

Question: Which value of largest force on an atom does entry 4 give?
Answer: 0.0157 hartree/bohr